Entry 1:
Density functional theory data (wB97M-V/def2-TZVPD) for a structure of composition C2HNO3S.

Geometry as ORCA input:
```
! wB97M-V def2-TZVPD RIJCOSX def2/J DEFGRID3
* xyz 0 1
O -1.215 -2.009 -0.209
C -1.079 0.436 0.017
H -2.079 0.593 0.451
O 2.733 0.777 -0.564
O -0.341 1.391 -0.211
N 1.080 -0.834 0.289
C -0.711 -0.959 -0.101
S 1.612 0.606 0.328
*
```

Summary:
HOMO level (alpha / beta) ... -9.93 / -9.93 eV
Lowest unoccupied orbital energy (alpha / beta) ... -2.27 / -2.26 eV
Total energy ... -20553.7460 eV
Kohn-Sham gap (alpha / beta) ... 0.28161 / 0.28176 Eh

---

Entry 2:
Density functional theory data (wB97M-V/def2-TZVPD) for a structure of composition C18H27CuN5NbO7.

Geometry as ORCA input:
```
! wB97M-V def2-TZVPD RIJCOSX def2/J DEFGRID3
* xyz 2 1
C 0.109 -1.199 -2.864
C 2.909 1.549 3.199
C -0.324 -1.698 1.176
H -1.722 -5.671 4.517
H -0.520 -0.802 -3.684
C -2.109 -3.640 3.890
H 0.690 -2.044 -3.274
N -3.113 -3.400 4.886
C -0.660 3.229 -0.046
H 3.507 1.849 -3.146
H -2.690 3.920 -0.500
C -1.468 -4.882 3.814
H 1.573 -0.566 -5.041
H 2.549 1.974 -1.649
Cu 1.419 1.275 2.572
H -1.468 5.194 -0.358
N 1.820 0.959 0.797
H -2.799 1.724 -0.171
H -0.346 2.463 1.987
H -0.889 4.166 1.885
O 3.922 1.769 3.740
H 2.911 -1.042 -3.955
H 0.092 1.280 -4.487
C 1.737 0.635 -3.203
N -0.719 1.882 -0.600
C -1.651 4.179 -0.733
O -3.388 -4.322 5.685
H 3.020 0.446 -4.913
H -2.080 0.297 -1.004
O 0.653 -1.841 0.351
O -0.903 -0.543 1.205
H 1.450 2.435 -4.368
H 1.508 3.265 0.316
Nb 0.522 0.258 -0.247
H -2.385 1.789 -1.907
N 0.959 -0.184 -2.268
C 0.832 1.721 -3.806
O -3.672 -2.283 4.915
C -0.487 -5.086 2.835
C -0.140 -4.060 1.927
H -2.033 2.807 1.569
O -0.071 -7.234 3.593
O 1.085 -6.470 1.885
H -1.502 4.184 -1.821
H 1.006 3.856 -1.294
H -0.577 -1.632 -2.117
C -2.059 1.401 -0.926
C -1.005 3.167 1.443
C 2.892 1.286 -2.434
C 2.336 -0.197 -4.347
H 0.726 4.853 0.145
H 0.291 2.259 -3.012
C -1.767 -2.598 3.001
C -0.761 -2.805 2.048
H 3.512 0.513 -1.959
H 0.602 -4.231 1.154
N 0.212 -6.337 2.770
C 0.736 3.820 -0.230
H -2.275 -1.640 3.059
*
```

Summary:
HOMO level (alpha / beta) ... -15.52 / -15.52 eV
Lowest unoccupied orbital energy (alpha / beta) ... -11.49 / -11.48 eV
Total energy ... -87052.5542 eV
Kohn-Sham gap (alpha / beta) ... 0.14795 / 0.14832 Eh

---

Entry 3:
Density functional theory data (wB97M-V/def2-TZVPD) for a cluster of 3 separate species, C26H40NO6 in total.

Geometry as ORCA input:
```
! wB97M-V def2-TZVPD RIJCOSX def2/J DEFGRID3
* xyz 0 2
C 2.270 -0.444 6.650
H 2.999 3.653 -0.847
H 2.927 2.500 -2.895
H 3.426 1.003 0.308
H 0.383 0.339 3.496
H -1.064 2.270 2.594
H -1.714 -4.439 3.517
H 2.643 -0.905 4.602
O -0.280 0.731 -1.526
H 0.357 3.285 -3.088
H 1.220 3.944 -1.257
C 1.649 2.353 0.249
C -0.301 1.113 -2.918
C 2.010 0.545 1.978
H 5.103 -0.497 6.348
H -0.676 -1.558 -6.026
H -1.975 -2.690 -5.319
H 0.175 -3.510 1.320
H -1.207 -1.637 0.854
C -0.844 -3.604 1.705
H -1.589 2.219 -4.298
O 2.564 0.961 6.669
H 1.212 -0.594 6.434
H -4.395 2.319 -3.404
H -2.613 -2.328 1.692
O 4.327 2.243 6.085
C 4.371 -0.132 5.626
H -1.364 -4.348 1.100
C -4.082 1.517 -4.129
C 0.779 2.247 -3.205
C -1.334 -2.026 -2.617
H 0.075 -4.530 3.442
H -2.894 1.024 -1.182
H -4.522 0.785 -1.865
C 0.397 2.705 0.922
H 2.494 -0.857 7.637
H 4.828 -0.006 4.646
C -1.034 -2.121 -5.121
C 2.460 1.285 0.798
H 1.150 2.126 -4.263
H -1.919 2.607 -2.579
O -2.804 -0.265 -5.488
C -1.522 -2.249 1.699
H 0.826 -0.693 -3.514
C -1.711 1.746 -3.277
H 0.124 0.255 -4.888
H 3.360 -2.081 5.709
C -0.735 -2.569 3.819
O -0.430 -2.331 4.957
H -0.784 1.432 -1.077
C 3.141 -1.022 5.569
H 2.296 1.128 -1.918
H -3.688 2.073 -5.024
C -2.905 0.725 -3.390
C 2.049 2.158 -2.272
C -0.801 -3.938 3.186
H -0.263 3.526 0.537
H -4.931 0.849 -4.402
C 3.791 1.173 6.124
C -0.100 2.003 2.109
N -2.624 -0.468 -4.223
H -1.491 -1.467 -1.666
H -2.128 -2.816 -2.760
C 0.736 0.920 2.618
C -1.325 -1.116 -3.912
H -3.501 -0.674 -1.672
C -0.092 -0.137 -3.861
H -0.186 -2.819 -4.864
H -0.346 -2.560 -2.606
O -1.117 -1.622 2.925
C 2.002 3.180 -1.034
H 2.611 -0.298 2.396
C -3.461 0.409 -1.933
*
```

Summary:
HOMO level (alpha / beta) ... -8.72 / -8.74 eV
Lowest unoccupied orbital energy (alpha / beta) ... 0.47 / 0.03 eV
Total energy ... -41382.7253 eV
Kohn-Sham gap (alpha / beta) ... 0.33762 / 0.32225 Eh

---

Entry 4:
Density functional theory data (wB97M-V/def2-TZVPD) for a structure of composition C4H6LuO3.

Geometry as ORCA input:
```
! wB97M-V def2-TZVPD RIJCOSX def2/J DEFGRID3
* xyz 3 1
C -0.858 -0.741 0.237
H 0.917 1.968 -0.460
H -1.829 0.308 1.797
H 0.995 1.094 1.129
H -0.363 -0.551 2.281
C 0.361 1.419 0.300
O 3.325 -0.263 -3.110
C -1.261 -0.622 1.651
H -0.463 2.041 0.661
O -0.255 0.268 -0.392
Lu -0.220 -0.990 -2.483
C 2.277 -0.663 -3.128
H -1.863 -1.486 1.937
O -0.765 -1.784 -0.420
*
```

Summary:
HOMO level ... -25.09 eV
Lowest unoccupied orbital energy ... -15.87 eV
Total energy ... -43973.3837 eV
Kohn-Sham gap ... 0.33875 Eh